Entry from the OMol25 dataset: a molecular structure, C42H47BaN5O2P3 (wB97M-V/def2-TZVPD).

Positions of all 100 atoms, in Å:
Ba  -0.803  0.844  0.268
C  -5.476  2.800  0.049
C  -6.282  1.836  0.637
C  -5.704  0.675  1.116
C  -4.328  0.495  0.996
N  -3.549  1.441  0.451
C  -4.117  2.555  -0.012
C  -3.652  -0.760  1.444
C  -4.353  -1.952  1.404
C  -3.772  -3.041  2.107
C  -2.496  -2.989  2.547
C  -1.640  -1.831  2.084
N  -2.402  -0.608  1.879
C  -0.451  -1.503  2.983
C  -0.093  -2.241  4.100
C  0.967  -1.812  4.883
C  1.648  -0.659  4.530
C  1.240  0.006  3.388
N  0.222  -0.399  2.630
H  -5.885  3.722  -0.340
H  -7.349  1.992  0.730
H  -6.300  -0.085  1.598
H  -3.444  3.284  -0.453
H  -5.366  -2.000  1.038
H  -4.385  -3.900  2.359
H  -2.079  -3.780  3.150
H  -0.648  -3.123  4.379
H  1.251  -2.370  5.766
H  2.479  -0.287  5.112
H  1.759  0.901  3.063
C  -1.468  5.573  0.584
P  -0.202  4.257  0.459
C  0.845  4.635  1.916
C  0.835  4.940  -0.905
C  2.136  4.171  -1.145
P  1.892  2.377  -1.521
C  3.602  1.948  -2.022
C  1.098  2.489  -3.170
H  -2.067  5.590  -0.327
H  -1.013  6.555  0.722
H  -2.135  5.370  1.422
H  1.188  5.671  1.905
H  1.715  3.976  1.937
H  0.276  4.462  2.830
H  1.052  5.989  -0.685
H  0.220  4.928  -1.809
H  2.781  4.234  -0.264
H  2.690  4.628  -1.970
H  3.945  2.605  -2.824
H  3.643  0.914  -2.368
H  4.282  2.052  -1.175
H  1.620  3.202  -3.813
H  0.049  2.769  -3.075
H  1.126  1.502  -3.634
O  -1.537  -1.835  -0.323
C  -1.136  -2.357  0.710
C  -0.213  -3.536  0.582
C  -0.645  -4.845  0.776
C  0.211  -5.905  0.522
C  1.499  -5.672  0.064
C  1.931  -4.370  -0.133
C  1.091  -3.291  0.128
P  1.670  -1.564  -0.080
C  3.058  -1.455  1.101
C  3.804  -0.273  1.083
C  4.832  -0.067  1.987
C  5.121  -1.038  2.940
C  4.377  -2.206  2.976
C  3.350  -2.415  2.062
C  2.506  -1.610  -1.703
C  3.861  -1.870  -1.886
C  4.413  -1.845  -3.160
C  3.615  -1.566  -4.260
C  2.261  -1.309  -4.087
C  1.711  -1.322  -2.814
H  -1.661  -5.031  1.092
H  -0.138  -6.920  0.666
H  2.162  -6.501  -0.147
H  2.935  -4.188  -0.498
H  3.573  0.489  0.346
H  5.410  0.848  1.952
H  5.925  -0.882  3.647
H  4.593  -2.964  3.718
H  2.775  -3.331  2.112
H  4.493  -2.078  -1.030
H  5.468  -2.046  -3.293
H  4.047  -1.548  -5.252
H  1.636  -1.094  -4.944
H  0.654  -1.109  -2.679
C  -4.616  0.774  -4.363
N  -3.377  1.165  -3.724
C  -2.779  0.495  -2.714
N  -3.387  -0.614  -2.256
O  -1.705  0.911  -2.226
H  -4.858  1.505  -5.129
H  -5.442  0.754  -3.648
H  -4.533  -0.202  -4.846
H  -2.874  1.970  -4.051
H  -4.242  -0.957  -2.651
H  -2.939  -1.146  -1.521

Values from the calculation:
Frontier orbital gap in Eh: 0.25193
Total charge: +1
LUMO in eV: -1.733
HOMO energy in eV: -8.59
Relative energy (zero: lowest compared OMol25 entry of this formula, charge and spin) in kJ/mol: 18.5
E in hartree: -3102.4683
Max |F| in eV/Å: 0.1

Entry from the OMol25 dataset: a single C8H16O molecule at a distorted geometry (wB97M-V/def2-TZVPD).

Positions of all 25 atoms, in Å:
C  0.171  0.461  -0.938
C  0.140  -1.098  1.019
C  1.040  1.656  -0.714
C  0.217  -0.188  -2.252
C  1.172  -0.373  1.873
C  -1.417  1.010  0.948
C  -0.778  -0.061  0.048
C  -1.812  -0.937  -0.508
O  0.729  -2.142  0.295
H  1.480  -1.786  -0.195
H  -0.600  -1.563  1.666
H  0.761  2.468  -1.401
H  0.989  2.054  0.296
H  2.095  1.441  -0.930
H  0.972  0.215  -2.929
H  0.342  -1.280  -2.194
H  -0.803  -0.093  -2.692
H  1.968  0.050  1.259
H  1.614  -1.104  2.554
H  0.733  0.423  2.470
H  -2.006  0.533  1.734
H  -0.692  1.669  1.420
H  -2.089  1.621  0.346
H  -1.729  -1.578  -1.371
H  -2.498  -1.398  0.193

Values from the calculation:
Frontier orbital gap (alpha / beta) in Eh: 0.26032 / 0.32000
Total charge: 0
LUMO (alpha / beta) in eV: 0.346 / 0.869
HOMO energy (alpha / beta) in eV: -6.74 / -7.84
Relative energy (zero: lowest compared OMol25 entry of this formula, charge and spin) in kJ/mol: 354.0
E in hartree: -389.5180
Max |F| in eV/Å: 1.8

Entry from the OMol25 dataset: a single C21H27N3O4S molecule at a distorted geometry (wB97M-V/def2-TZVPD).

Positions of all 56 atoms, in Å:
C  -6.251  -2.733  1.530
C  -5.788  -1.846  0.378
C  -6.980  -1.243  -0.366
O  -4.987  -0.829  0.964
C  -4.161  -0.070  0.200
C  -3.895  -0.260  -1.153
C  -3.015  0.586  -1.810
C  -2.380  1.613  -1.144
C  -2.629  1.800  0.214
C  -2.021  2.942  0.957
O  -2.682  3.698  1.643
N  -0.688  3.149  0.787
C  0.280  2.322  0.196
C  1.337  2.904  -0.497
C  2.314  2.126  -1.078
C  2.292  0.732  -0.968
N  3.265  -0.028  -1.608
C  4.639  0.429  -1.654
C  5.547  -0.493  -0.805
N  4.786  -1.176  0.217
S  4.319  -0.184  1.495
C  5.579  -0.650  2.708
O  3.050  -0.613  1.996
O  4.514  1.200  1.175
C  3.775  -2.063  -0.323
C  3.188  -1.468  -1.621
C  1.223  0.159  -0.275
C  0.242  0.938  0.303
C  -3.525  0.976  0.871
H  -5.392  -3.149  2.049
H  -6.867  -3.545  1.152
H  -6.829  -2.144  2.236
H  -5.178  -2.448  -0.312
H  -7.577  -2.033  -0.814
H  -7.597  -0.682  0.331
H  -6.646  -0.566  -1.148
H  -4.365  -1.055  -1.710
H  -2.830  0.434  -2.863
H  -1.705  2.271  -1.670
H  -0.348  4.017  1.183
H  1.386  3.979  -0.589
H  3.098  2.616  -1.633
H  4.988  0.438  -2.695
H  4.695  1.435  -1.246
H  6.315  0.098  -0.307
H  6.031  -1.256  -1.421
H  5.411  -0.068  3.605
H  5.464  -1.706  2.909
H  6.553  -0.434  2.290
H  3.015  -2.164  0.450
H  4.230  -3.043  -0.512
H  3.775  -1.809  -2.482
H  2.157  -1.787  -1.771
H  1.155  -0.907  -0.142
H  -0.549  0.462  0.862
H  -3.740  1.131  1.917

Values from the calculation:
Frontier orbital gap in Eh: 0.28598
Total charge: 0
LUMO in eV: 0.486
HOMO energy in eV: -7.30
Relative energy (zero: lowest compared OMol25 entry of this formula, charge and spin) in kJ/mol: 262.3
SMILES: CC(C)Oc1cccc(C(=O)Nc2ccc(N3CCN(S(C)(=O)=O)CC3)cc2)c1
E in hartree: -1679.8316
Max |F| in eV/Å: 1.4

Entry from the OMol25 dataset: a molecular structure, C23H35BrN6O2SSn at a distorted geometry (wB97M-V/def2-TZVPD).

Positions of all 69 atoms, in Å:
Sn  0.168  0.045  -0.212
N  -0.850  -2.129  -0.587
C  0.205  -3.072  -1.011
C  0.936  -2.482  -2.217
N  1.455  -1.118  -1.946
C  2.874  -1.063  -1.543
C  3.058  -1.657  -0.154
N  2.149  -0.993  0.819
H  -1.373  -2.532  0.189
H  -1.523  -2.024  -1.346
H  -0.205  -4.047  -1.276
H  0.886  -3.209  -0.174
H  0.248  -2.434  -3.062
H  1.748  -3.162  -2.486
H  1.320  -0.530  -2.761
H  3.200  -0.020  -1.560
H  3.513  -1.620  -2.234
H  4.103  -1.543  0.133
H  2.848  -2.724  -0.183
H  2.650  -0.233  1.268
H  1.923  -1.637  1.574
C  -2.504  2.328  0.895
O  -2.163  1.049  0.352
C  -3.131  0.487  -0.536
C  -2.804  0.869  -1.956
O  -1.466  0.424  -2.227
C  -1.197  0.367  -3.639
H  -3.206  2.205  1.720
H  -2.958  2.977  0.143
H  -1.585  2.785  1.259
H  -4.145  0.796  -0.276
H  -3.054  -0.596  -0.430
H  -2.868  1.954  -2.094
H  -3.518  0.395  -2.634
H  -1.827  -0.382  -4.121
H  -0.150  0.104  -3.774
H  -1.380  1.335  -4.109
S  -0.221  0.830  7.210
C  -0.217  0.710  5.411
C  0.309  1.731  4.628
C  0.420  1.526  3.259
N  0.052  0.392  2.653
C  -0.458  -0.581  3.418
C  -0.600  -0.474  4.794
C  -1.845  1.495  7.618
C  -2.159  2.852  7.566
C  -3.394  3.266  8.052
N  -4.174  2.326  8.523
C  -3.978  1.042  8.609
C  -2.748  0.568  8.148
H  0.663  2.654  5.068
H  0.840  2.299  2.623
H  -0.747  -1.497  2.915
H  -0.971  -1.314  5.365
H  -1.466  3.603  7.217
H  -3.716  4.304  8.091
H  -4.743  0.394  9.034
H  -2.526  -0.484  8.241
Br  3.250  2.270  0.501
C  2.185  3.418  -0.520
C  2.734  4.645  -0.965
C  1.899  5.495  -1.668
C  0.584  5.112  -1.887
C  0.146  3.849  -1.410
N  0.937  3.019  -0.749
H  3.765  4.898  -0.754
H  2.277  6.440  -2.038
H  -0.102  5.755  -2.426
H  -0.868  3.503  -1.577

Values from the calculation:
Frontier orbital gap (alpha / beta) in Eh: 0.21536 / 0.16795
Total charge: +4
LUMO (alpha / beta) in eV: -13.148 / -14.434
HOMO energy (alpha / beta) in eV: -19.01 / -19.00
Relative energy (zero: lowest compared OMol25 entry of this formula, charge and spin) in kJ/mol: 56.0
E in hartree: -4561.4159
Max |F| in eV/Å: 1.7

Entry from the OMol25 dataset: a molecular structure, C4H11BrSi2 at a distorted geometry (wB97M-V/def2-TZVPD).

Positions of all 18 atoms, in Å:
C  0.378  0.838  1.472
C  0.021  0.203  -1.238
C  -2.526  1.021  -0.062
C  1.678  -2.339  0.145
Si  -0.626  1.434  0.050
Si  1.511  -0.472  -0.086
Br  3.609  0.342  -0.474
H  0.868  1.511  2.253
H  -0.248  0.280  2.078
H  -0.791  -0.625  -1.398
H  0.257  0.628  -2.128
H  -2.654  0.182  0.513
H  -3.381  1.708  0.111
H  -2.716  0.671  -1.061
H  1.623  -2.783  -0.893
H  2.615  -2.652  0.567
H  0.850  -2.757  0.659
H  -0.467  2.810  -0.509

Values from the calculation:
Frontier orbital gap in Eh: 0.36404
Total charge: 0
LUMO in eV: 0.646
HOMO energy in eV: -9.26
Relative energy (zero: lowest compared OMol25 entry of this formula, charge and spin) in kJ/mol: 114.8
E in hartree: -3312.0105
Max |F| in eV/Å: 4.5

Entry from the OMol25 dataset: a molecular structure, C51H37I4IrN10S3 at a distorted geometry (wB97M-V/def2-TZVPD).

Positions of all 106 atoms, in Å:
Ir  -0.150  0.863  -0.182
I  -5.948  5.094  -6.111
C  -5.237  3.814  -4.588
C  -4.610  2.626  -4.922
C  -4.174  1.779  -3.921
C  -4.355  2.117  -2.586
C  -4.965  3.327  -2.264
C  -5.408  4.172  -3.261
C  -3.924  1.188  -1.504
C  -2.602  2.122  0.832
C  -3.268  2.767  1.867
C  -2.320  2.953  2.867
C  -1.101  2.408  2.403
C  0.187  2.496  2.950
C  0.335  3.159  4.264
C  0.367  4.546  4.379
C  0.519  5.144  5.617
C  0.613  4.354  6.750
I  0.858  5.256  8.649
C  0.559  2.974  6.655
C  0.425  2.381  5.414
C  1.333  2.103  2.246
N  1.409  1.408  1.076
C  2.722  1.422  0.668
C  3.208  0.876  -0.516
C  4.616  1.177  -0.854
C  5.692  0.766  -0.070
C  6.986  1.118  -0.411
C  7.210  1.896  -1.536
I  9.190  2.447  -2.043
C  6.152  2.310  -2.331
C  4.864  1.950  -1.990
C  2.492  0.129  -1.487
C  3.183  -0.574  -2.516
C  2.245  -1.267  -3.213
C  0.972  -0.963  -2.642
N  1.143  -0.103  -1.578
C  -0.182  -1.546  -3.212
C  -1.498  -1.134  -2.928
C  -2.650  -2.031  -2.851
C  -3.596  -1.394  -2.146
C  -3.045  -0.058  -1.792
N  -1.800  0.067  -2.490
C  -0.064  -2.665  -4.154
C  0.599  -3.860  -3.870
C  0.616  -4.890  -4.792
C  0.003  -4.724  -6.024
I  0.039  -6.295  -7.438
C  -0.643  -3.537  -6.337
C  -0.693  -2.530  -5.395
C  3.499  2.136  1.637
C  2.652  2.520  2.625
N  -1.311  1.876  1.167
H  -4.475  2.345  -5.953
H  -3.693  0.851  -4.185
H  -5.124  3.605  -1.232
H  -5.903  5.096  -3.005
H  -4.297  3.070  1.869
H  -2.459  3.445  3.807
H  0.283  5.158  3.493
H  0.561  6.220  5.695
H  0.614  2.368  7.544
H  0.377  1.306  5.333
H  5.525  0.146  0.800
H  7.818  0.790  0.196
H  6.327  2.910  -3.209
H  4.035  2.277  -2.599
H  4.244  -0.567  -2.668
H  2.393  -1.893  -4.070
H  -2.686  -3.031  -3.233
H  -4.574  -1.734  -1.867
H  1.066  -3.990  -2.906
H  1.098  -5.823  -4.547
H  -1.112  -3.402  -7.299
H  -1.195  -1.602  -5.622
H  4.549  2.334  1.557
H  2.871  3.080  3.512
C  -0.406  -3.862  4.090
N  0.247  -3.134  3.024
C  -0.351  -2.251  2.221
N  -1.575  -1.816  2.495
S  0.510  -1.715  0.859
H  0.341  -4.450  4.616
H  -1.173  -4.536  3.697
H  -0.866  -3.174  4.803
H  1.161  -3.452  2.742
H  -2.072  -2.168  3.297
H  -2.085  -1.232  1.824
C  -6.192  -2.064  1.053
C  -5.284  -1.006  1.683
C  -4.457  -0.322  0.649
N  -3.191  -0.467  0.617
N  -2.442  0.131  -0.386
C  -2.788  1.597  -0.547
N  -1.738  2.255  -1.311
S  -5.368  0.639  -0.502
H  -6.825  -2.502  1.820
H  -5.601  -2.853  0.594
H  -6.837  -1.614  0.300
H  -4.632  -1.463  2.429
H  -5.911  -0.259  2.171
H  -1.753  3.261  -1.158
H  -1.776  2.035  -2.307
S  1.050  3.282  -1.222
C  1.300  2.638  -2.707
N  1.504  2.211  -3.761

Values from the calculation:
Frontier orbital gap (alpha / beta) in Eh: 0.19391 / 0.18040
Total charge: +1
LUMO (alpha / beta) in eV: -3.159 / -5.260
HOMO energy (alpha / beta) in eV: -8.44 / -10.17
Relative energy (zero: lowest compared OMol25 entry of this formula, charge and spin) in kJ/mol: 0.0
E in hartree: -5002.5106
<S²>: 8.84
Max |F| in eV/Å: 2.0
Spin multiplicity: 6